[1]
{
  "formula": "C6H12NO",
  "method": "ωB97M-V/def2-TZVPD",
  "homo_ev": [-5.89, -8.90],
  "charge": 0,
  "s_squared": 0.75,
  "relative_energy_kcal_mol": 14.0,
  "multiplicity": 2,
  "energy_ev": -9951.2430,
  "elements": ["H", "C", "C", "C", "C", "N", "H", "H", "H", "H", "H", "C", "H", "H", "H", "H", "H", "O", "C", "H"],
  "positions_angstrom": [[0.49, 2.84, -2.07], [0.10, -0.12, -1.04], [-1.56, -0.95, 0.78], [-0.17, 1.16, -1.15], [-0.71, -1.63, 1.84], [0.77, 2.19, -1.36], [-0.96, -1.21, 2.81], [1.10, -0.51, -1.20], [-1.74, 0.10, 0.97], [-1.75, -1.10, -1.42], [-0.63, -2.14, -0.81], [-0.99, -1.12, -0.65], [-0.96, -2.69, 1.85], [1.03, -2.17, 1.12], [-1.19, 1.53, -1.00], [-2.54, -1.41, 0.70], [2.11, 1.81, 0.31], [0.69, -1.43, 1.65], [1.79, 2.47, -0.48], [2.30, 3.40, -0.57]],
  "nbo_charge": [0.39, -0.19, -0.42, -0.03, -0.06, -0.60, 0.18, 0.21, 0.21, 0.22, 0.20, -0.44, 0.16, 0.47, 0.17, 0.21, 0.19, -0.72, -0.30, 0.17]
}

---

[2]
{
  "formula": "C7H20BNO3P",
  "method": "ωB97M-V/def2-TZVPD",
  "homo_ev": -2.23,
  "charge": -1,
  "relative_energy_kcal_mol": 0.0,
  "energy_ev": -25182.1657,
  "elements": ["P", "H", "B", "C", "H", "H", "H", "H", "C", "H", "H", "N", "C", "H", "H", "O", "O", "H", "H", "H", "H", "C", "C", "C", "C", "H", "O", "H", "H", "H", "H", "H", "H"],
  "positions_angstrom": [[0.40, 2.54, -2.34], [2.20, -2.72, 1.33], [0.83, 1.69, -0.59], [2.66, -0.80, 2.15], [-0.60, -2.34, -0.20], [3.04, 1.04, 3.18], [2.97, -2.78, 2.94], [-3.18, -2.34, -3.01], [-1.45, -1.68, -0.04], [-1.28, 1.18, -2.85], [-3.43, -3.17, -1.45], [-0.26, 1.73, 0.54], [-2.71, -2.65, -2.08], [1.27, -2.31, 2.79], [1.07, 0.52, -0.88], [-2.28, -0.32, -1.80], [-0.39, 1.32, -3.21], [-0.46, 2.66, 0.89], [-1.14, 1.30, 0.27], [-1.95, 3.32, -2.43], [-1.18, 3.79, -0.90], [-1.03, 3.69, -1.97], [-2.17, -1.43, -1.35], [2.25, -2.25, 2.31], [2.76, 0.02, 3.43], [-1.10, -0.73, 0.36], [2.87, -0.31, 1.08], [-0.83, 4.67, -2.41], [-1.89, -3.34, -2.30], [1.80, 0.03, 3.94], [1.85, 2.24, -0.18], [-2.13, -2.16, 0.67], [3.50, -0.42, 4.10]],
  "nbo_charge": [0.73, 0.23, -0.28, 0.58, 0.23, 0.24, 0.21, 0.23, -0.73, 0.47, 0.22, -1.10, -0.72, 0.22, -0.06, -0.54, -1.01, 0.34, 0.33, 0.20, 0.20, -0.97, 0.61, -0.72, -0.72, 0.27, -0.48, 0.20, 0.23, 0.22, -0.07, 0.21, 0.20]
}

---

[3]
{
  "formula": "C5H8N2",
  "method": "ωB97M-V/def2-TZVPD",
  "homo_ev": -7.47,
  "charge": 0,
  "relative_energy_kcal_mol": 126.4,
  "energy_ev": -8289.5139,
  "elements": ["C", "N", "C", "H", "H", "C", "H", "H", "H", "C", "N", "H", "H", "C", "H"],
  "positions_angstrom": [[-1.62, 0.67, 1.11], [1.01, -0.11, -1.82], [-1.14, 0.81, -0.12], [2.93, 0.05, 0.51], [-1.18, -1.94, -1.91], [1.96, 0.56, 0.55], [1.50, 0.44, 1.53], [-1.21, -0.07, 1.81], [-1.59, 1.52, -0.81], [0.02, -0.64, -0.96], [-0.64, -1.81, -1.06], [2.14, 1.62, 0.37], [-2.49, 1.21, 1.49], [1.11, 0.01, -0.50], [-0.79, -2.32, -0.20]],
  "nbo_charge": [-0.47, -0.40, -0.35, 0.25, 0.41, -0.69, 0.24, 0.17, 0.17, 0.32, -0.83, 0.26, 0.19, 0.33, 0.40]
}

---

[4]
{
  "formula": "C2H8N6",
  "method": "ωB97M-V/def2-TZVPD",
  "homo_ev": -8.63,
  "charge": 0,
  "relative_energy_kcal_mol": 69.3,
  "energy_ev": -11141.0545,
  "elements": ["N", "C", "H", "N", "H", "N", "N", "H", "N", "H", "H", "C", "N", "H", "H", "H"],
  "positions_angstrom": [[-1.84, 0.45, -0.40], [-0.82, 0.93, 0.25], [-2.75, 0.94, -0.11], [-0.66, -1.77, -0.87], [2.25, 1.34, 0.21], [-0.82, 1.60, 1.61], [0.48, 0.30, 0.05], [0.16, 2.01, 1.58], [1.51, 0.77, 0.76], [-1.36, 2.55, 1.27], [1.72, -2.44, -1.00], [0.47, -1.05, -0.74], [1.68, -1.41, -0.86], [2.03, -0.07, 1.20], [-1.01, -2.36, -1.68], [-1.40, -0.83, -0.59]],
  "nbo_charge": [-0.80, 0.62, 0.39, -0.91, 0.36, -0.79, -0.32, 0.40, -0.65, 0.35, 0.34, 0.58, -0.78, 0.39, 0.42, 0.42]
}

---

[5]
{
  "formula": "C3H8NO3",
  "method": "ωB97M-V/def2-TZVPD",
  "smiles": "OCC[NH+]=C(O)O",
  "homo_ev": -15.27,
  "charge": 1,
  "relative_energy_kcal_mol": 23.8,
  "energy_ev": -10865.8691,
  "elements": ["C", "H", "N", "H", "H", "H", "O", "H", "C", "O", "O", "H", "H", "H", "C"],
  "positions_angstrom": [[1.62, -0.12, -0.11], [-1.10, 1.84, -0.46], [0.81, 0.94, -0.06], [-2.04, -1.75, 0.56], [0.20, -1.38, -0.49], [3.54, -0.66, 0.13], [1.14, -1.27, -0.36], [0.90, 1.73, 0.47], [-1.50, 0.04, 0.37], [-1.59, -1.28, -0.06], [2.88, 0.05, 0.20], [-2.53, 0.34, 0.34], [-1.24, 0.23, 1.44], [-0.50, 0.41, -1.52], [-0.61, 0.86, -0.44]],
  "nbo_charge": [0.96, 0.27, -0.56, 0.50, 0.55, 0.55, -0.61, 0.44, -0.12, -0.72, -0.61, 0.21, 0.19, 0.23, -0.28]
}